Density functional theory data (ωB97M-V with the def2-TZVPD basis set) for a 5-piece molecular cluster, C18H44BN6O6 overall.

```
75
Properties=species:S:1:pos:R:3
C -6.243 -4.129 -3.064
N -6.095 -3.068 -4.059
C -5.730 -3.628 -5.368
B -5.264 -1.942 -3.678
O -5.469 -0.702 -4.180
C -4.002 -2.064 -2.683
C -3.397 -0.736 -2.273
O -2.298 -0.872 -1.397
C -1.286 -1.755 -1.832
C -1.795 -3.069 -2.404
N -2.901 -2.826 -3.383
H -6.768 -3.758 -2.184
H -5.283 -4.564 -2.742
H -6.829 -4.944 -3.488
H -5.031 -4.473 -5.269
H -6.612 -4.009 -5.886
H -5.278 -2.867 -6.009
H -6.123 -0.678 -4.897
H -4.241 -2.662 -1.800
H -3.119 -0.163 -3.170
H -4.153 -0.151 -1.752
H -0.605 -1.267 -2.542
H -0.695 -2.031 -0.958
H -2.184 -3.724 -1.623
H -0.986 -3.595 -2.911
H -2.511 -2.241 -4.141
H -3.233 -3.703 -3.779
C -1.769 -3.468 -6.293
O -1.619 -2.308 -5.913
N -0.792 -4.358 -6.456
C -1.047 -5.718 -6.901
C 0.584 -3.940 -6.203
H -2.767 -3.871 -6.537
H -0.700 -6.435 -6.157
H -0.534 -5.915 -7.842
H -2.116 -5.856 -7.054
H 0.705 -3.613 -5.171
H 0.855 -3.110 -6.853
H 1.245 -4.781 -6.393
C 1.557 -1.101 0.676
O 1.182 -2.219 0.340
N 1.174 -0.476 1.792
C 1.653 0.847 2.158
C 0.244 -1.145 2.688
H 2.263 -0.512 0.068
H 2.168 0.818 3.116
H 0.822 1.545 2.252
H 2.341 1.206 1.394
H 0.660 -2.089 3.039
H -0.695 -1.360 2.177
H 0.054 -0.493 3.537
C 1.768 3.603 5.038
O 1.203 2.615 4.595
N 1.799 4.797 4.426
C 2.488 5.938 4.996
C 1.127 4.938 3.148
H 2.309 3.593 5.997
H 1.791 6.760 5.170
H 3.287 6.277 4.337
H 2.942 5.648 5.941
H 0.063 4.718 3.244
H 1.547 4.252 2.412
H 1.253 5.959 2.797
C 6.545 4.977 6.221
O 5.672 5.239 5.413
N 6.746 5.651 7.368
C 7.804 5.302 8.292
C 5.871 6.768 7.677
H 7.260 4.151 6.072
H 7.397 5.032 9.268
H 8.499 6.133 8.424
H 8.357 4.449 7.901
H 4.834 6.438 7.746
H 5.929 7.531 6.901
H 6.172 7.198 8.629
```

## Properties
E_LUMO ... -0.0877 Ha
Net charge ... +1
Orbital gap ... 8.13 eV
HOMO ... -10.52 eV

Atomic partial charges in e from the Mulliken method, atoms 1 to 6:
1. C -0.8807
2. N -0.0744
3. C -1.1026
4. B 0.5185
5. O -0.4952
6. C -0.2681

---

Density functional theory data (ωB97M-V with the def2-TZVPD basis set) for C18H44BeN4Na3NiO10 as an isolated structure.

```
81
Properties=species:S:1:pos:R:3
Be -2.584 -0.231 0.653
Ni -1.242 0.498 -2.984
Na -1.365 -3.490 -2.374
Na 1.950 -1.340 -3.430
Na -0.169 -3.289 1.410
C 0.208 -1.114 -0.754
O -0.144 -0.759 0.388
O 0.446 -2.303 -0.928
O 0.142 -0.289 -1.663
C -3.471 1.236 -1.804
O -2.320 1.362 -1.356
O -4.280 0.659 -1.107
O -3.319 1.001 -2.980
C 3.051 3.141 1.074
C 2.383 1.841 1.566
C 2.369 1.677 3.102
O 3.681 1.425 3.620
C 3.555 1.440 5.016
N 1.006 1.787 1.121
H 2.462 4.026 1.315
H 3.127 3.179 -0.013
H 4.033 3.276 1.528
H 2.859 1.009 1.048
H 1.638 0.953 3.460
H 1.929 2.603 3.474
H 4.584 1.360 5.367
H 2.961 0.620 5.420
H 3.091 2.294 5.510
H 0.883 0.802 0.937
H 1.090 2.131 0.175
C 1.576 2.855 -2.816
C 0.112 3.184 -2.709
C -0.387 4.641 -2.800
O 0.370 5.486 -1.930
C 0.091 6.890 -2.067
N -0.516 2.337 -3.667
H 2.071 3.367 -3.641
H 1.835 1.797 -2.859
H 2.174 3.310 -2.026
H -0.197 2.740 -1.762
H -1.410 4.687 -2.428
H -0.490 4.932 -3.846
H -0.961 7.135 -1.926
H 0.354 7.220 -3.072
H 0.653 7.484 -1.346
H 0.051 2.328 -4.502
H -1.341 2.839 -3.964
C 3.000 -5.483 -1.089
C 2.093 -5.387 -2.286
C 0.643 -6.074 -2.049
O -0.207 -6.051 -3.165
C 0.178 -6.713 -4.358
N 1.882 -3.987 -2.680
H 4.018 -5.107 -1.186
H 3.040 -6.526 -0.776
H 2.505 -4.910 -0.305
H 2.758 -5.810 -3.039
H 0.103 -5.619 -1.219
H 0.647 -7.090 -1.655
H -0.584 -6.669 -5.137
H 0.228 -7.800 -4.299
H 1.082 -6.211 -4.705
H 1.285 -3.711 -3.447
H 1.349 -3.589 -1.921
C -5.287 0.585 4.450
C -4.074 0.484 3.564
C -2.871 -0.290 4.126
O -1.859 -0.295 3.049
C -0.675 -0.873 3.616
N -4.488 -0.184 2.335
H -6.141 1.134 4.053
H -4.949 1.251 5.244
H -5.644 -0.354 4.873
H -3.695 1.469 3.291
H -3.185 -1.283 4.446
H -2.498 0.224 5.012
H 0.051 -1.114 2.839
H -0.909 -1.792 4.154
H -0.218 -0.162 4.303
H -5.302 0.323 2.018
H -4.814 -1.124 2.511
```

## Properties
<S²> ... 3.77
E_LUMO (alpha / beta) ... -0.5287 / -0.5440 Ha
Multiplicity ... 4
Net charge ... +4
Orbital gap (alpha / beta) ... 2.71 / 2.29 eV
HOMO (alpha / beta) ... -17.10 / -17.10 eV

Atomic partial charges in e from the Mulliken method, atoms 1 to 6:
1. Be 1.0554
2. Ni 0.4982
3. Na 0.9059
4. Na 0.8785
5. Na 0.8922
6. C 0.5380

---

Table of max |F| (eV Å⁻¹), in record order: 1.0, 7.6